{
  "formula": "C13H14Br24F2N2P",
  "method": "wB97M-V/def2-TZVPD",
  "total_charge": 1,
  "symbols": ["Br", "Br", "Br", "Br", "Br", "Br", "Br", "Br", "Br", "Br", "Br", "Br", "Br", "Br", "Br", "Br", "Br", "Br", "Br", "Br", "Br", "Br", "Br", "Br", "P", "F", "F", "N", "N", "C", "C", "C", "C", "C", "C", "C", "C", "C", "C", "C", "C", "C", "H", "H", "H", "H", "H", "H", "H", "H", "H", "H", "H", "H", "H", "H"],
  "xyz": [[6.31, -6.99, -1.28], [-0.37, 4.06, -2.73], [7.33, -10.01, -0.87], [-0.14, 1.41, -0.93], [-1.62, 4.85, -5.61], [2.84, 3.47, -4.04], [6.99, -8.81, -3.83], [-0.75, 4.25, 0.45], [-5.01, 6.60, -0.08], [-9.06, 7.11, 4.36], [-4.11, 6.76, -6.32], [-7.96, 4.11, 4.69], [1.69, -7.04, 0.41], [-11.04, 1.59, 9.32], [-11.36, 2.79, 6.36], [-8.39, 5.35, 1.76], [1.91, -8.19, 3.40], [-4.34, 3.47, 0.16], [-3.80, 5.55, -3.36], [4.12, -8.98, 1.21], [3.50, 1.69, -6.62], [-3.95, 5.39, 2.70], [-8.87, 0.89, 7.05], [3.92, 0.47, -3.67], [6.78, -2.29, 0.02], [0.58, -1.92, -0.95], [4.58, -4.23, 1.21], [5.03, -2.23, -0.28], [7.67, -2.50, -1.30], [2.88, -7.62, 1.83], [2.88, 1.69, -4.78], [2.56, -3.15, 0.14], [-9.00, 5.33, 3.60], [-2.87, 6.17, -4.94], [-10.12, 2.21, 7.73], [6.34, -8.79, -2.00], [1.99, -2.01, -0.76], [2.97, -1.01, -1.43], [4.12, -3.19, 0.35], [4.48, -1.19, -1.14], [-4.97, 5.05, 1.09], [0.14, 3.33, -1.01], [5.31, -9.14, -2.03], [1.86, 1.32, -4.79], [3.48, -6.76, 2.12], [7.12, -1.02, 0.63], [1.89, -3.93, 0.65], [-6.00, 4.86, 1.40], [-10.02, 4.95, 3.60], [1.21, 3.50, -0.88], [8.23, -3.36, -1.15], [7.04, -3.40, 0.90], [-9.53, 3.08, 8.02], [2.63, -0.15, -2.12], [5.21, -0.45, -1.61], [-2.29, 7.05, -4.65]],
  "mulliken_charge": [0.04, 0.14, 0.00, -0.02, -0.08, 0.02, -0.02, 0.01, -0.02, 0.00, -0.04, 0.03, -0.03, -0.04, -0.01, -0.01, 0.01, -0.05, 0.08, 0.04, 0.01, -0.02, -0.02, 0.01, 0.18, -0.19, -0.21, 0.19, -0.61, -0.13, -0.35, -0.48, -0.30, -0.39, -0.29, -0.37, 0.42, -0.17, 0.37, -0.10, 0.37, -0.34, 0.34, 0.36, 0.14, 0.19, 0.37, -0.32, 0.31, 0.31, 0.25, 0.14, 0.34, 0.21, 0.31, 0.40]
}

{
  "formula": "C13H14Br2N2O3PdS2",
  "method": "wB97M-V/def2-TZVPD",
  "de_lowest_ev": 0.927,
  "total_charge": 0,
  "symbols": ["Pd", "Br", "Br", "S", "S", "O", "O", "O", "N", "N", "C", "C", "C", "C", "C", "C", "C", "C", "C", "C", "C", "C", "C", "H", "H", "H", "H", "H", "H", "H", "H", "H", "H", "H", "H", "H", "H"],
  "xyz": [[-0.89, -1.50, -1.03], [4.98, -1.21, 3.04], [-0.54, -1.03, 4.21], [-1.50, 1.22, -0.60], [-2.83, -3.33, -1.24], [-0.30, 0.66, -1.38], [-1.40, -3.73, -1.19], [-0.74, -1.28, 1.17], [-2.96, -1.84, -1.28], [1.21, -1.62, -0.67], [3.88, -1.49, 0.03], [0.46, -1.32, 1.58], [2.17, -1.19, 3.34], [3.50, -1.61, -1.28], [0.04, 3.17, 0.47], [2.90, -1.41, 1.05], [-2.83, 1.34, -1.81], [-4.19, 1.44, -1.12], [2.14, -1.68, -1.59], [0.84, -1.21, 2.92], [3.18, -1.28, 2.43], [1.54, -1.45, 0.65], [-1.13, 2.98, -0.49], [4.24, -1.66, -2.07], [4.92, -1.45, 0.30], [-2.62, 2.20, -2.46], [-0.20, 2.77, 1.46], [2.39, -1.10, 4.40], [1.81, -1.80, -2.61], [-0.89, 3.30, -1.50], [0.27, 4.23, 0.58], [-4.98, 1.44, -1.87], [-2.75, 0.42, -2.38], [-4.34, 0.57, -0.48], [0.93, 2.66, 0.10], [-2.04, 3.47, -0.14], [-4.28, 2.35, -0.53]],
  "mulliken_charge": [0.36, -0.25, -0.17, 0.79, 0.47, -0.67, -0.51, -0.78, -0.33, -0.17, -0.61, 1.23, -0.30, -0.81, -1.22, 0.82, -0.58, -1.10, -0.38, -0.34, -0.15, 0.00, -0.53, 0.40, 0.34, 0.47, 0.34, 0.43, 0.46, 0.35, 0.38, 0.37, 0.38, 0.31, 0.31, 0.41, 0.31]
}

{
  "formula": "C13H14ClIIrN2O8P2",
  "method": "wB97M-V/def2-TZVPD",
  "de_lowest_ev": 1.263,
  "multiplicity": 2,
  "total_charge": 2,
  "symbols": ["Ir", "I", "Cl", "P", "P", "O", "O", "O", "O", "O", "O", "O", "O", "N", "N", "C", "C", "C", "C", "C", "C", "C", "C", "C", "C", "C", "C", "C", "H", "H", "H", "H", "H", "H", "H", "H", "H", "H", "H", "H", "H", "H"],
  "xyz": [[0.19, 0.22, 0.28], [0.33, -0.18, 5.51], [-2.90, -4.57, 3.98], [1.03, 0.69, -2.89], [3.09, 0.25, -1.03], [2.16, 0.38, 0.24], [3.08, -1.06, -1.71], [0.19, 0.11, -1.76], [3.39, 1.70, -3.24], [0.15, 0.06, 2.32], [4.50, 0.78, -0.58], [0.18, 1.68, -3.76], [1.52, -0.39, -3.89], [-0.99, -1.41, 0.46], [-1.26, 1.62, 0.46], [-1.36, -2.44, 4.45], [-1.52, -2.12, -0.53], [-0.50, -0.96, 2.72], [-2.26, -3.27, -0.26], [-1.15, -1.79, 1.74], [-1.99, -3.23, 3.49], [-2.03, 2.46, 0.44], [-2.46, -3.67, 1.04], [2.46, 1.56, -2.19], [-1.89, -2.92, 2.09], [-2.98, 3.56, 0.45], [2.12, 2.87, -1.48], [-0.62, -1.32, 4.10], [2.15, -1.01, -3.45], [-3.99, 3.16, 0.41], [5.23, 0.17, -0.76], [-1.33, -1.76, -1.54], [1.36, 2.73, -0.71], [3.95, 2.47, -3.09], [0.19, 1.53, -4.71], [1.76, 3.60, -2.20], [-2.80, 4.19, -0.41], [-1.46, -2.72, 5.49], [-2.86, 4.14, 1.36], [-2.68, -3.83, -1.08], [3.02, 3.26, -1.00], [-3.04, -4.55, 1.27]],
  "mulliken_charge": [2.76, 0.28, -0.13, 0.16, 0.68, -0.66, -0.79, -0.80, -0.55, -0.65, -0.50, -0.49, -0.46, -0.51, -0.64, -0.52, -0.01, 0.97, -0.84, 0.51, 0.59, 0.73, -0.52, 1.06, -0.20, -1.01, -1.50, -0.47, 0.42, 0.32, 0.39, 0.46, 0.23, 0.38, 0.36, 0.42, 0.32, 0.45, 0.32, 0.46, 0.51, 0.48]
}

Number 1: calculated total energy -1712415.8172 eV. Number 2: calculated total energy -188063.7600 eV. Number 3: calculated total energy -75097.8441 eV.